Formula: C16H31F3O3P2PdS
Source: the OMol25 dataset
Level of theory: ωB97M-V/def2-TZVPD

```
57
Properties=species:S:1:pos:R:3:forces:R:3:mulliken_charge:R:1
P -1.14581 -0.70952 -1.33345 0.0 -1.8 -4.1 0.939
P 1.03681 -1.48199 1.08183 2.0 -3.1 0.8 1.253
C -0.64708 -2.44982 -0.94602 -0.1 0.1 0.5 -0.853
C -0.31746 -2.63430 0.53402 -0.7 0.4 0.3 -1.372
H 0.18349 -2.74400 -1.62215 -0.4 0.2 0.5 0.473
H -1.51287 -3.08377 -1.20189 0.3 0.2 0.0 0.696
H -1.20848 -2.45130 1.19288 0.2 -0.5 -0.4 0.485
H 0.03910 -3.64796 0.73155 -0.1 0.0 0.2 0.719
C 2.34917 -2.74536 0.57177 0.6 0.2 -1.1 -1.894
H 3.38195 -2.39187 0.71856 -0.6 -0.2 -0.1 0.394
H 2.23072 -3.07285 -0.47179 0.1 0.2 0.4 0.482
H 2.21201 -3.63623 1.20696 -0.3 0.4 -0.1 0.617
C 1.46490 -1.71962 2.86551 -0.6 0.9 0.5 -1.123
H 2.07746 -2.62056 3.01092 -0.3 0.3 -0.3 0.432
H 0.54058 -1.81471 3.44399 0.2 0.2 0.1 0.429
H 2.03854 -0.85490 3.23085 -0.3 -0.2 0.0 0.401
C -1.95831 -1.10824 -2.94989 0.1 0.1 -0.2 -1.541
H -2.64246 -0.28176 -3.17736 0.2 -0.2 -0.2 0.512
H -2.53112 -2.04209 -2.87123 0.1 0.3 0.0 0.499
H -1.22088 -1.20067 -3.75783 -0.4 0.0 0.2 0.371
C -2.71626 -0.38289 -0.44482 0.0 0.9 -1.0 -0.516
H -3.18752 -1.30188 0.05287 0.5 0.8 -1.1 0.731
H -3.52101 -0.00138 -1.13280 0.9 -0.1 0.6 0.637
H -2.39859 0.52868 0.18966 -0.9 -0.4 -0.5 -0.870
Pd -2.18232 -0.66840 1.65949 1.1 0.0 2.8 0.104
C 2.71018 0.02577 0.13469 1.6 0.9 0.3 -1.020
C 2.60604 0.27094 -1.32966 -0.4 0.4 -0.4 0.142
C 2.54284 -0.86448 -2.34127 0.3 -0.8 -0.7 -0.712
C 1.33993 -0.57349 -3.26956 0.0 -0.7 0.5 -0.811
C 0.42549 0.35394 -2.50674 0.1 1.7 1.5 -0.517
C 1.30916 1.13966 -1.53483 0.8 -0.1 0.2 -0.253
C 0.87940 1.57589 -0.12342 -0.1 0.5 0.2 0.736
C 2.07074 1.20412 0.81171 -1.1 -0.4 -0.3 -1.212
C -3.71987 0.69685 1.90759 -2.7 1.7 0.4 -0.808
H 3.62331 -0.44322 0.56079 -0.7 0.5 -0.4 0.763
H 3.46496 0.91282 -1.59212 0.0 -0.1 0.2 0.644
H 2.47264 -1.85582 -1.87025 -0.1 0.4 -0.2 -0.106
H 3.43959 -0.89693 -2.97154 -0.1 -0.1 0.3 0.425
H 1.71679 -0.05615 -4.17384 -0.5 0.1 0.4 0.492
H 0.85028 -1.48213 -3.63015 0.1 0.1 -0.1 0.337
H -0.25370 0.97602 -3.10774 -0.1 -0.4 0.3 0.807
H 1.61946 2.07009 -2.03091 -0.3 -0.2 -0.4 0.345
H -0.08002 1.08892 0.17280 0.5 0.2 -0.1 -0.991
H 0.70586 2.66393 -0.03985 -0.2 -0.7 -0.1 0.784
H 2.74291 2.07532 0.81887 0.4 -0.2 0.0 0.461
H 1.77636 1.10416 1.86041 -0.1 0.0 0.0 0.381
H -3.79463 0.82331 3.00110 0.2 -0.1 -0.5 0.371
H -4.63773 0.25880 1.45379 0.7 -0.2 0.3 0.317
H -3.47383 1.64533 1.37818 0.0 -0.8 0.7 0.346
F -1.06791 5.33813 3.47693 -0.5 -0.6 -1.3 -0.192
C -1.43788 4.84151 2.27322 -0.1 0.9 -0.1 0.497
F -2.70245 5.24102 1.98022 1.2 -0.5 0.4 -0.210
F -0.60799 5.34185 1.31409 -0.7 -0.3 0.8 -0.224
S -1.25327 2.99205 2.22176 0.5 1.6 1.0 1.227
O -1.68010 2.70394 0.84531 0.0 -0.9 0.0 -0.744
O 0.18069 2.86522 2.46997 -0.8 -0.7 -0.4 -0.654
O -2.13183 2.48003 3.25878 0.6 -0.2 -0.5 -0.627
```
Forces are in eV/Å.

Properties
Net charge   +2
Molar mass   528.9 g/mol
Multiplicity   5
Relative energy (zero: lowest compared OMol25 entry of this formula, charge and spin)   291.3 kJ/mol
Kohn-Sham gap (spin up / spin down)   6.383 / 3.581 eV
HOMO level (spin up / spin down)   -14.45 / -14.79 eV